Formula: C13H21N10O2PdS
Source: OMol25
Level of theory: ωB97M-V/def2-TZVPD

Last column: Löwdin charge in e.
Cartesian coordinates (Å):
Pd  0.25145  0.04115  0.01117  0.985
N  -2.19244  -1.69201  0.22481  0.053
N  -3.23132  -0.76020  0.16423  -0.013
C  -3.00969  0.55190  -0.00070  -0.408
N  -4.04494  1.36930  0.00897  0.248
N  -1.72400  0.93967  -0.16025  0.039
N  -1.37067  2.27373  -0.27450  -0.413
O  -0.15632  2.41858  -0.39446  -0.007
O  -2.16972  3.17942  -0.25443  0.120
H  -2.37759  -2.42468  -0.44994  0.106
H  -2.17910  -2.11326  1.14854  0.103
H  -4.17627  -1.07501  0.33055  0.173
H  -4.99034  1.03465  0.11831  0.150
H  -3.88602  2.36161  -0.07555  0.111
N  1.39742  0.00541  3.95073  0.220
C  0.06188  0.05579  4.33842  -0.149
C  -0.53969  0.09083  5.59265  0.027
C  -1.91355  0.12517  5.61571  -0.033
C  -2.66960  0.13240  4.43021  -0.038
C  -2.06591  0.08725  3.19215  -0.020
C  -0.67486  0.03642  3.15501  -0.186
N  0.23255  -0.03532  2.09386  0.061
C  1.44157  -0.04066  2.61642  -0.253
C  2.60641  -0.07976  1.76599  -0.293
C  3.92135  -0.04522  2.08323  -0.268
S  4.86511  -0.07905  0.66821  1.186
C  3.46447  -0.13449  -0.27634  -0.419
N  2.35249  -0.13461  0.41362  -0.075
H  2.18796  0.02324  4.57596  0.189
H  0.03607  0.08759  6.50934  0.133
H  -2.42606  0.14497  6.56837  0.128
H  -3.74863  0.17692  4.50137  0.121
H  -2.64720  0.10814  2.28333  0.072
H  4.38182  -0.00004  3.06028  0.108
H  3.51344  -0.17635  -1.35503  0.087
N  0.37586  0.90251  -5.45249  0.218
C  -0.15299  -0.29107  -4.67962  -0.102
C  -0.49585  -0.00297  -3.21660  -0.211
N  0.62445  0.03476  -2.25609  -0.022
H  0.49543  0.66317  -6.44127  0.188
H  1.28285  1.22792  -5.11656  0.175
H  -0.27235  1.69250  -5.41697  0.181
H  0.58436  -1.08691  -4.76482  0.143
H  -1.05413  -0.61396  -5.19472  0.146
H  -1.17424  -0.79356  -2.90736  0.123
H  -1.04462  0.93707  -3.13711  0.126
H  1.17616  0.88288  -2.32741  0.092
H  1.23603  -0.76792  -2.36313  0.096

As for the total charge: +3. For the highest occupied orbital energy, the calculation gives -16.421 eV. Its energy relative to the best compared isomer or geometry (same formula, charge and spin) is 0.388 eV. The calculation puts the electronic energy at -47105.33318 eV.

---

Formula: C4H8NO2
Source: OMol25
Level of theory: ωB97M-V/def2-TZVPD

Last column: Löwdin charge in e.
Cartesian coordinates (Å):
C  2.36634  -1.26066  0.32066  -0.118
N  1.91858  -1.03872  1.50953  -0.189
C  0.53860  -1.56515  1.66681  -0.200
C  -1.43824  0.45585  -1.51303  0.186
C  -1.70288  1.86487  -1.74273  -0.823
O  -1.09276  2.37896  -2.71985  -0.062
O  -2.32239  2.48377  -0.83389  -0.081
H  1.66382  -0.68897  -0.40129  -0.031
H  1.19990  1.12841  0.82288  0.045
H  0.60148  1.14677  0.35554  0.037
H  0.61434  -2.55561  2.11002  0.062
H  -0.05785  -0.83836  2.22153  0.056
H  0.09633  -1.59886  0.65515  0.042
H  -0.75727  -0.22658  -2.00327  0.037
H  -1.62799  0.31429  -0.44804  0.040

As for the total charge: -1. For the highest occupied orbital energy, the calculation gives -2.761 eV. Its energy relative to the best compared isomer or geometry (same formula, charge and spin) is 9.328 eV. The calculation puts the electronic energy at -9855.45867 eV.

---

Formula: C14H27Cl2NO8PS
Source: OMol25
Level of theory: ωB97M-V/def2-TZVPD

Last column: Löwdin charge in e.
Cartesian coordinates (Å):
C  0.77040  -1.97754  -2.99415  -0.074
C  0.00201  -0.93569  -2.12435  -0.298
N  -0.62476  -1.64629  -0.96494  -0.185
P  0.21863  -1.36740  0.50152  0.699
Cl  -0.83257  0.06187  1.57774  0.442
C  0.23577  -2.94607  1.48103  -0.294
C  0.36253  -4.25177  0.62494  -0.203
C  1.82886  -4.71397  0.34813  -0.201
C  2.86132  -3.56022  0.22583  -0.260
S  3.59075  -3.07271  1.84730  0.414
O  3.12993  -1.69489  2.16707  -0.417
O  3.12630  -4.03518  2.87165  -0.344
Cl  5.65854  -3.01275  1.69260  0.406
H  1.67271  -2.27676  -2.41049  0.055
H  1.15032  -1.55244  -3.93505  0.084
H  0.17613  -2.89584  -3.14138  0.086
H  -0.77478  -0.47557  -2.76030  0.109
H  0.65699  -0.10543  -1.78953  0.103
H  -1.56360  -1.24932  -0.81911  0.057
H  1.53243  -0.87518  0.23231  0.052
H  -0.76559  -2.98373  1.96361  0.102
H  0.95501  -2.89815  2.32390  0.080
H  -0.22899  -4.21615  -0.30766  0.103
H  -0.11387  -5.04906  1.22975  0.126
H  2.19422  -5.47289  1.05958  0.118
H  1.83114  -5.21734  -0.64103  0.125
H  2.50666  -2.67823  -0.33316  0.057
H  3.71253  -3.95557  -0.36816  0.104
C  -4.21093  2.33060  -5.42073  -0.014
C  -4.23095  2.22774  -3.91340  -0.325
C  -3.24862  3.12292  -3.21228  -0.085
O  -3.02512  2.41052  -1.98712  0.075
C  -3.23777  1.10231  -2.24933  -0.554
O  -2.96654  0.21236  -1.50104  0.116
O  -3.79371  0.93144  -3.46827  0.098
H  -4.77962  1.51409  -5.86656  0.093
H  -4.63846  3.27763  -5.74982  0.097
H  -3.19242  2.25527  -5.80688  0.091
H  -5.24863  2.38015  -3.54168  0.165
H  -3.64516  4.11715  -3.01640  0.147
H  -2.29374  3.21523  -3.73757  0.142
C  0.15077  2.19823  4.10534  -0.038
C  0.69793  3.57599  3.80845  -0.339
C  2.11433  3.58995  3.30102  -0.107
O  2.56016  4.88607  3.70015  0.067
C  1.84195  5.22949  4.80348  -0.553
O  2.07723  6.15792  5.49669  0.186
O  0.81730  4.35533  5.00201  0.089
H  -0.78298  2.27029  4.66527  0.095
H  -0.03407  1.64534  3.18155  -0.024
H  0.84467  1.62307  4.72203  0.095
H  0.02358  4.10839  3.12900  0.161
H  2.17839  3.47569  2.21924  0.136
H  2.75334  2.84109  3.77922  0.141

As for the total charge: +1. For the highest occupied orbital energy, the calculation gives -12.529 eV. The calculation puts the electronic energy at -77988.63172 eV.

---

no.,HOMO-LUMO gap (eV)
1,6.8
2,3.4
3,8.9